Molecular formula: C24H18F3HfI2N5S2
Method: DFT, ωB97M-V/def2-TZVPD

Total charge ... +2
E_LUMO ... -7.01 eV
HOMO-LUMO gap ... 0.262 hartree

The geometry in XYZ format:
```
55
C24H18F3HfI2N5S2 | the OMol25 dataset | ωB97M-V/def2-TZVPD
N 1.09 -0.43 1.60
C -0.48 0.89 2.81
H 1.22 0.23 4.88
H -3.23 3.57 0.56
H -1.68 -2.07 0.43
C -2.80 -0.15 -2.67
C 1.50 -0.19 3.92
C -3.50 -1.27 -2.29
C -2.03 -1.55 -0.45
F -4.26 0.05 -4.50
N 1.71 2.17 0.55
C 2.64 -0.96 3.80
S 3.94 2.29 2.19
C -1.70 0.26 -1.91
F -2.20 0.64 -4.80
C -1.14 1.13 3.99
H 2.95 -2.99 -3.42
Hf 0.48 0.74 -0.21
C -2.68 2.48 2.79
H 3.93 -2.01 2.46
H -0.80 0.69 4.92
H -1.66 3.32 -0.19
H -4.35 -1.59 -2.88
C 2.86 -2.61 -2.41
H -2.92 2.08 -0.32
H 3.25 -1.17 4.67
C 3.02 -1.44 2.56
H 4.16 -2.88 0.67
H 1.44 -1.40 -4.21
H 0.59 -0.26 -3.18
I 2.53 4.19 -2.44
C 2.52 -1.63 0.10
C -2.47 2.83 0.34
C -2.27 1.94 3.99
N 1.71 -1.16 -0.90
C 3.71 -3.03 -1.42
C 2.22 -1.15 1.47
C -1.99 2.20 1.61
C -3.20 0.62 -3.92
C -3.12 -1.99 -1.16
C 0.94 -1.29 -3.26
I 3.14 1.61 -2.45
H -3.54 3.13 2.74
C 2.68 2.22 1.27
C 0.74 0.06 2.80
H 0.08 -1.96 -3.26
N -0.90 1.39 1.62
C 1.86 -1.67 -2.14
C 3.53 -2.53 -0.13
S -0.69 1.66 -2.24
H 4.50 -3.74 -1.62
F -3.52 1.88 -3.62
N -1.34 -0.46 -0.82
H -2.81 2.14 4.90
H -3.66 -2.87 -0.84
```

Atom charges from the Mulliken analysis, given in e for atoms 1 to 2:
1 N 0.30
2 C 1.03


Molecular formula: C4H5NO
Method: DFT, ωB97M-V/def2-TZVPD

E_LUMO ... 0.34 eV
Energy above the lowest of the compared OMol25 structures with the same formula, charge and spin ... 2.2452 eV
HOMO-LUMO gap ... 0.405 hartree

The geometry in XYZ format:
```
11
C4H5NO | the OMol25 dataset | ωB97M-V/def2-TZVPD
C -0.33 1.03 -0.10
H 0.41 -0.29 -2.83
H -2.36 0.63 1.62
C -1.45 0.07 1.83
C 2.74 -0.33 -1.09
N -0.27 1.70 -1.04
H 0.54 -0.38 1.26
C -0.37 0.18 1.06
H 0.22 -0.96 -3.08
O 2.33 -1.06 -0.32
H -1.45 -0.58 2.69
```

Atom charges from the Mulliken analysis, given in e for atoms 1 to 2:
1 C 0.28
2 H -0.20


Molecular formula: C3H12N2O2SSi
Method: DFT, ωB97M-V/def2-TZVPD

Expectation value of S² ... 2.014
E_LUMO (alpha / beta) ... 0.67 / -4.85 eV
HOMO-LUMO gap (alpha / beta) ... 0.172 / 0.203 hartree
Spin multiplicity ... 3

The geometry in XYZ format:
```
21
C3H12N2O2SSi | the OMol25 dataset | ωB97M-V/def2-TZVPD
H -3.97 -1.34 -0.47
N -3.32 -0.56 -0.88
H -0.76 0.11 -1.71
C 1.49 -1.51 1.13
H -0.27 2.04 1.11
H 1.55 -1.41 2.25
C 0.83 1.74 0.98
H 2.11 -0.97 -1.67
C 2.02 0.10 -1.35
H 2.47 -1.80 0.89
H 1.48 2.47 0.45
H 1.69 0.70 -2.30
N -0.62 -0.33 -0.72
H -3.87 0.11 -1.40
S -2.14 0.08 0.14
Si 0.83 0.10 0.13
O -2.20 -0.71 1.31
O -2.40 1.49 0.26
H 3.07 0.38 -1.02
H 0.84 -2.42 0.90
H 1.19 1.73 1.96
```

Atom charges from the Mulliken analysis, given in e for atoms 1 to 2:
1 H 0.14
2 N -0.05


Molecular formula: C3H5NO2
Method: DFT, ωB97M-V/def2-TZVPD

SMILES ... O=C1NC[C@@H]1O
E_LUMO ... 0.77 eV
Energy above the lowest of the compared OMol25 structures with the same formula, charge and spin ... 3.7564 eV
HOMO-LUMO gap ... 0.391 hartree

The geometry in XYZ format:
```
11
C3H5NO2 | the OMol25 dataset | ωB97M-V/def2-TZVPD
H 0.08 1.16 1.22
H -1.96 -0.08 0.67
C 1.02 -0.55 0.24
N 0.06 -1.47 0.17
O 2.20 -0.78 0.30
H -1.50 -0.02 -1.08
C 0.12 0.68 0.23
H 1.40 1.66 -0.81
C -1.12 -0.16 -0.05
O 0.43 1.58 -0.79
H -0.77 -1.98 -0.11
```

Atom charges from the Mulliken analysis, given in e for atoms 1 to 2:
1 H 0.23
2 H 0.28


Molecular formula: C4H6O
Method: DFT, ωB97M-V/def2-TZVPD

SMILES ... C#C[C@H](C)O
E_LUMO ... 0.79 eV
Energy above the lowest of the compared OMol25 structures with the same formula, charge and spin ... 3.4694 eV
HOMO-LUMO gap ... 0.382 hartree

The geometry in XYZ format:
```
11
C4H6O | the OMol25 dataset | ωB97M-V/def2-TZVPD
C -1.07 0.00 -0.38
H 1.99 0.81 0.92
C 0.07 -0.51 0.41
H 1.23 -1.70 0.46
O 0.74 -1.42 -0.34
C -1.84 -0.08 -1.35
H 0.34 1.77 0.89
H -2.87 -0.11 -1.83
H 0.98 1.11 -0.70
H -0.42 -0.82 1.46
C 0.86 0.94 0.48
```

Atom charges from the Mulliken analysis, given in e for atoms 1 to 2:
1 C -0.59
2 H 0.24


Molecular formula: C3H11N2O2
Method: DFT, ωB97M-V/def2-TZVPD

Total charge ... +1
E_LUMO ... -3.47 eV
Energy above the lowest of the compared OMol25 structures with the same formula, charge and spin ... 1.3744 eV
HOMO-LUMO gap ... 0.394 hartree

The geometry in XYZ format:
```
18
C3H11N2O2 | the OMol25 dataset | ωB97M-V/def2-TZVPD
O 0.39 1.66 -2.02
H 2.32 -1.75 -0.12
H -1.01 -0.37 -0.18
C 0.50 0.80 -1.17
H -0.42 0.98 0.80
H -2.08 2.10 0.11
O -0.54 -1.87 1.95
H -0.55 -2.78 2.26
H 1.76 -0.56 1.10
H -2.54 1.08 -1.07
N -1.74 1.60 -0.71
C 1.57 -1.01 0.13
H 0.67 -1.61 0.13
C -0.69 0.66 -0.20
N 1.49 -0.08 -1.00
H -0.29 -1.35 2.72
H -1.24 2.24 -1.35
H 2.38 0.25 -1.37
```

Atom charges from the Mulliken analysis, given in e for atoms 1 to 2:
1 O -0.66
2 H 0.37


Molecular formula: C6H4ClN4O4
Method: DFT, ωB97M-V/def2-TZVPD

SMILES ... N#[N+]C1=[N+]([O-])O/C(=C/[N+](=O)[O-])C=C(Cl)C1
Total charge ... +1
E_LUMO (alpha / beta) ... -7.11 / -7.11 eV
Energy above the lowest of the compared OMol25 structures with the same formula, charge and spin ... 3.9228 eV
HOMO-LUMO gap (alpha / beta) ... 0.239 / 0.239 hartree

The geometry in XYZ format:
```
19
C6H4ClN4O4 | the OMol25 dataset | ωB97M-V/def2-TZVPD
C -0.52 1.24 -0.49
C -1.79 -1.10 -0.03
O 0.29 0.03 1.47
N 1.95 2.28 -0.67
O 1.38 2.25 -1.79
C -0.45 -1.77 0.30
C 0.65 0.81 0.36
C 1.94 1.13 0.17
C -1.64 0.46 -0.45
O 1.18 -1.94 1.89
N 0.38 -1.24 1.26
H 2.63 1.10 1.04
N 0.05 -3.86 -0.77
O 2.62 3.16 -0.17
H -2.17 -1.71 -0.89
H -2.57 -1.32 0.78
H -0.64 2.29 -0.64
Cl -3.07 1.09 -1.12
N -0.22 -2.91 -0.25
```

Atom charges from the Mulliken analysis, given in e for atoms 1 to 2:
1 C -0.55
2 C -0.80


Molecular formula: C3H4O3
Method: DFT, ωB97M-V/def2-TZVPD

SMILES ... CC(=O)OC=O
E_LUMO ... 0.80 eV
Energy above the lowest of the compared OMol25 structures with the same formula, charge and spin ... 0.3956 eV
HOMO-LUMO gap ... 0.435 hartree

The geometry in XYZ format:
```
10
C3H4O3 | the OMol25 dataset | ωB97M-V/def2-TZVPD
H -1.82 -1.21 -0.47
H -0.40 -1.90 0.37
C 1.03 1.29 0.58
H -1.09 -0.35 0.92
O -0.01 1.81 0.88
C 0.03 -0.27 -0.91
O -0.05 -0.25 -2.10
C -0.89 -0.97 0.05
H 2.01 1.57 0.98
O 1.18 0.29 -0.31
```

Atom charges from the Mulliken analysis, given in e for atoms 1 to 2:
1 H 0.27
2 H 0.27